The following is a DFT calculation (the ωB97M-V functional and the def2-TZVPD basis) of a molecular structure, C7H12N5O7Tc.

Geometry (Å):
C 2.697 -0.837 2.486
Tc 1.663 -1.201 0.749
N 0.446 -2.325 -0.785
N 3.236 -2.331 -0.197
H 0.605 -1.929 -1.710
H 0.936 -2.531 1.209
H 1.927 -0.504 3.213
H 3.464 -0.052 2.523
H 3.172 -1.750 2.883
H 3.424 -2.008 -1.152
H 3.036 -3.335 -0.268
H 4.128 -2.268 0.307
H 0.604 -3.328 -0.862
H -0.549 -2.234 -0.597
O -4.791 2.928 -1.331
N -3.696 2.739 -1.910
O -3.518 2.995 -3.119
C -2.600 2.187 -1.140
C -2.809 1.874 0.212
C -1.792 1.288 0.932
C -0.613 0.811 0.280
O 0.060 -0.125 0.896
C -0.358 1.212 -1.083
C -1.365 1.903 -1.773
N 0.829 0.795 -1.749
O 1.031 1.202 -2.903
O 1.715 0.001 -1.183
N -1.923 0.938 2.350
O -3.078 0.715 2.775
O -0.911 0.894 3.055
H -3.765 2.078 0.699
H -1.203 2.198 -2.805

The energy above the lowest of the compared OMol25 structures with the same formula, charge and spin is 0.0 kJ/mol. As for the max |F|: 0.0663 Eh/bohr. The net charge is +1. As for the spin multiplicity: 4. The value obtained for the LUMO energy (spin up / spin down) is -0.2063 / -0.2105 Eh.

Löwdin population analysis, charges in e, atoms 1 to 2: atom 1 (C): -0.291, atom 2 (Tc): 1.374

---

The following is a DFT calculation (the ωB97M-V functional and the def2-TZVPD basis) of a molecular structure, C40H42AlClIO22Si.

Geometry (Å):
C -0.324 2.336 -3.828
C 0.458 3.106 -2.603
C 1.360 2.105 -1.667
I 3.343 3.043 -1.446
Al 0.347 1.846 0.098
C -0.250 -0.108 0.285
C -0.949 -0.533 -1.166
O -2.330 -0.974 -0.904
Si -2.721 -2.255 -2.060
C -4.618 -2.425 -2.403
C -1.893 -3.881 -1.394
C -1.889 -1.937 -3.811
C 1.430 2.313 1.780
C 0.495 1.865 3.076
O 0.953 1.290 4.192
Cl -1.346 2.168 2.881
H -1.348 1.905 -3.460
H -0.535 3.100 -4.689
H 0.311 1.448 -4.298
H -0.353 3.596 -1.887
H 1.104 3.976 -3.098
H 1.560 1.056 -2.193
H -0.956 2.741 0.028
H 0.653 -0.823 0.501
H -1.006 -0.255 1.196
H -0.979 0.431 -1.840
H -0.250 -1.390 -1.606
H -4.999 -3.336 -1.771
H -4.732 -2.741 -3.540
H -5.170 -1.419 -2.148
H -0.771 -3.848 -1.761
H -2.471 -4.807 -1.848
H -1.962 -3.829 -0.223
H -2.522 -2.509 -4.641
H -1.890 -0.776 -4.023
H -0.811 -2.398 -3.719
H 1.816 3.417 1.835
H 2.382 1.595 1.770
C -5.661 -7.107 -1.053
C -6.453 -8.168 -0.886
C -6.328 -9.371 -1.755
O -7.057 -10.338 -1.565
C -5.319 -9.346 -2.825
C -4.529 -8.284 -2.994
C -4.636 -7.092 -2.108
O -3.884 -6.138 -2.276
O -3.581 -8.253 -4.000
O -7.420 -8.188 0.102
H -5.739 -6.227 -0.427
H -5.251 -10.220 -3.460
H -3.138 -7.380 -3.914
H -7.859 -9.062 0.020
C -7.065 -2.836 2.973
C -6.614 -3.349 1.827
C -5.617 -4.455 1.814
O -5.236 -4.920 0.745
C -5.119 -4.950 3.107
C -5.567 -4.433 4.253
C -6.585 -3.347 4.266
O -6.991 -2.905 5.336
O -5.102 -4.891 5.472
O -7.059 -2.872 0.607
H -7.791 -2.033 2.997
H -4.381 -5.741 3.083
H -5.578 -4.362 6.148
H -6.587 -3.406 -0.069
C 5.814 5.877 0.645
C 7.071 6.302 0.793
C 7.895 5.889 1.963
O 9.052 6.280 2.061
C 7.272 5.017 2.971
C 6.014 4.596 2.825
C 5.200 4.986 1.642
O 4.053 4.567 1.526
O 5.422 3.779 3.771
O 7.654 7.141 -0.138
H 5.205 6.167 -0.201
H 7.876 4.740 3.825
H 4.513 3.611 3.438
H 8.565 7.304 0.191
C 4.997 10.211 -4.510
C 6.254 10.636 -4.363
C 7.078 10.223 -3.193
O 8.235 10.614 -3.094
C 6.455 9.352 -2.184
C 5.197 8.930 -2.330
C 4.383 9.320 -3.514
O 3.236 8.901 -3.629
O 4.605 8.113 -1.385
O 6.837 11.475 -5.294
H 4.388 10.501 -5.357
H 7.059 9.074 -1.330
H 3.696 7.945 -1.718
H 7.748 11.638 -4.964
C 1.452 -4.761 3.926
C 1.648 -4.051 2.813
C 1.740 -2.566 2.849
O 1.940 -1.942 1.812
C 1.581 -1.897 4.149
C 1.382 -2.606 5.262
C 1.317 -4.093 5.229
O 1.151 -4.719 6.271
O 1.229 -1.984 6.487
O 1.773 -4.672 1.583
H 1.384 -5.842 3.914
H 1.633 -0.815 4.159
H 1.099 -2.711 7.135
H 1.908 -3.945 0.937

As for the max |F|: 0.1621 Eh/bohr. The net charge is -1. As for the spin multiplicity: 1. The value obtained for the LUMO energy is -0.0154 Eh.

Löwdin population analysis, charges in e, atoms 1 to 2: atom 1 (C): -0.161, atom 2 (C): -0.401

---

The following is a DFT calculation (the ωB97M-V functional and the def2-TZVPD basis) of 2 unconnected molecules or ions with the total composition C3H11NO.

Geometry (Å):
C 1.077 0.107 -0.366
C 0.400 -1.163 -0.933
C 1.256 -2.424 -1.015
N 0.248 1.223 0.088
H 1.651 0.506 -1.206
H 1.809 -0.063 0.421
H 0.043 -0.895 -1.937
H -0.510 -1.372 -0.382
H 1.385 -2.833 -0.003
H 2.260 -2.198 -1.335
H 0.719 -3.201 -1.549
H -0.148 0.987 0.986
H -0.560 1.421 -0.503
H -2.999 3.676 1.911
H -3.142 3.169 3.354
O -3.491 3.059 2.467

The energy above the lowest of the compared OMol25 structures with the same formula, charge and spin is 56.0 kJ/mol. As for the max |F|: 0.0309 Eh/bohr. As for the spin multiplicity: 1. The value obtained for the LUMO energy is 0.0330 Eh. Its SMILES is CCCN.O.

Löwdin population analysis, charges in e, atoms 1 to 2: atom 1 (C): -0.309, atom 2 (C): -0.271

---

The following is a DFT calculation (the ωB97M-V functional and the def2-TZVPD basis) of 7 unconnected molecules or ions with the total composition C47H102N5O6.

Geometry (Å):
C -13.539 -28.339 -11.000
C -15.056 -28.381 -11.031
C -15.543 -29.202 -12.284
N -17.103 -29.067 -12.663
C -17.935 -29.577 -11.521
C -19.375 -29.907 -11.979
C -19.421 -30.799 -13.234
C -18.629 -30.129 -14.386
C -17.247 -29.977 -13.904
C -17.460 -27.628 -13.058
H -13.049 -29.307 -11.110
H -13.086 -27.984 -10.075
H -13.200 -27.648 -11.772
H -15.483 -27.399 -10.828
H -15.383 -28.981 -10.182
H -15.366 -30.269 -12.151
H -15.025 -28.886 -13.190
H -17.426 -30.472 -11.163
H -17.928 -28.827 -10.730
H -19.934 -30.483 -11.242
H -19.873 -28.958 -12.175
H -19.115 -31.833 -13.069
H -20.447 -30.836 -13.601
H -18.759 -30.645 -15.338
H -18.982 -29.172 -14.770
H -16.874 -30.976 -13.683
H -16.611 -29.590 -14.700
H -17.088 -26.888 -12.349
H -18.528 -27.462 -13.200
H -16.866 -27.390 -13.940
C -11.379 -20.324 -14.279
C -12.012 -21.251 -13.259
C -11.303 -22.625 -12.847
N -12.036 -23.420 -11.735
C -11.720 -22.733 -10.395
C -12.500 -23.477 -9.230
C -14.034 -23.417 -9.534
C -14.249 -24.067 -10.878
C -13.568 -23.439 -12.047
C -11.458 -24.887 -11.663
H -11.933 -19.387 -14.327
H -11.183 -20.843 -15.217
H -10.406 -20.042 -13.877
H -13.037 -21.403 -13.597
H -12.018 -20.687 -12.326
H -10.325 -22.386 -12.429
H -11.202 -23.290 -13.705
H -12.143 -21.732 -10.483
H -10.661 -22.848 -10.162
H -12.236 -23.106 -8.240
H -12.192 -24.513 -9.091
H -14.463 -22.420 -9.428
H -14.625 -23.836 -8.719
H -15.331 -24.039 -11.005
H -14.081 -25.141 -10.800
H -13.996 -22.453 -12.230
H -13.572 -24.017 -12.970
H -10.426 -24.726 -11.351
H -11.505 -25.254 -12.688
H -12.053 -25.450 -10.944
C -10.691 -22.588 -18.923
C -10.927 -23.986 -19.490
C -11.277 -25.061 -18.396
N -11.828 -26.361 -19.053
C -11.691 -27.431 -17.924
C -12.419 -28.743 -18.402
C -13.875 -28.493 -18.670
C -14.074 -27.418 -19.724
C -13.302 -26.141 -19.413
C -11.071 -26.778 -20.304
H -10.796 -21.846 -19.714
H -9.709 -22.399 -18.489
H -11.470 -22.284 -18.224
H -10.010 -24.190 -20.043
H -11.694 -23.852 -20.253
H -12.013 -24.641 -17.711
H -10.345 -25.269 -17.869
H -12.107 -27.008 -17.010
H -10.613 -27.514 -17.786
H -12.410 -29.433 -17.558
H -11.953 -29.280 -19.228
H -14.345 -28.191 -17.734
H -14.372 -29.372 -19.081
H -15.130 -27.162 -19.813
H -13.927 -27.794 -20.737
H -13.880 -25.781 -18.562
H -13.280 -25.339 -20.151
H -9.997 -26.911 -20.174
H -11.302 -26.007 -21.039
H -11.504 -27.680 -20.736
C -14.836 -20.861 -17.072
C -15.573 -21.269 -15.892
C -17.156 -21.411 -16.060
N -17.877 -21.588 -14.669
C -17.133 -22.579 -13.665
C -17.135 -24.103 -14.059
C -18.584 -24.560 -14.361
C -19.343 -23.666 -15.338
C -19.258 -22.152 -14.923
C -17.930 -20.167 -14.040
H -14.662 -21.733 -17.703
H -13.923 -20.329 -16.802
H -15.417 -20.114 -17.613
H -15.272 -20.511 -15.168
H -15.184 -22.244 -15.597
H -17.408 -22.309 -16.624
H -17.579 -20.543 -16.567
H -16.090 -22.317 -13.486
H -17.646 -22.495 -12.707
H -16.493 -24.262 -14.926
H -16.702 -24.691 -13.250
H -18.523 -25.521 -14.872
H -19.267 -24.714 -13.525
H -18.827 -23.783 -16.291
H -20.426 -23.771 -15.392
H -19.886 -21.524 -15.554
H -19.811 -22.225 -13.986
H -18.439 -19.586 -14.809
H -16.890 -19.895 -13.860
H -18.684 -20.110 -13.255
C -8.900 -24.583 -15.839
C -9.495 -25.803 -15.164
C -8.420 -26.899 -15.375
N -8.698 -28.286 -14.649
C -9.864 -28.961 -15.359
C -9.951 -30.389 -14.837
C -8.661 -31.170 -15.005
C -7.575 -30.514 -14.298
C -7.421 -29.059 -14.754
C -9.166 -28.092 -13.191
H -9.541 -23.705 -15.761
H -8.503 -24.771 -16.837
H -8.037 -24.176 -15.313
H -10.442 -26.081 -15.626
H -9.559 -25.574 -14.100
H -7.535 -26.562 -14.834
H -8.214 -27.047 -16.435
H -9.584 -28.940 -16.413
H -10.726 -28.299 -15.281
H -10.717 -30.961 -15.360
H -10.303 -30.383 -13.805
H -8.457 -31.193 -16.075
H -8.741 -32.167 -14.573
H -6.635 -30.995 -14.565
H -7.697 -30.595 -13.218
H -7.181 -28.911 -15.806
H -6.650 -28.580 -14.151
H -8.935 -28.984 -12.608
H -10.240 -27.914 -13.139
H -8.546 -27.298 -12.775
O -16.626 -26.050 -16.607
C -17.497 -26.574 -17.490
O -18.048 -25.864 -18.346
O -17.542 -27.803 -17.455
H -16.414 -26.972 -16.444
O -14.649 -26.495 -14.733
C -13.390 -26.196 -14.742
O -13.118 -25.210 -15.396
O -12.586 -26.932 -14.217
H -15.160 -25.786 -15.131

The energy above the lowest of the compared OMol25 structures with the same formula, charge and spin is 241.6 kJ/mol. As for the max |F|: 0.1144 Eh/bohr. The net charge is +3. As for the spin multiplicity: 1. The value obtained for the LUMO energy is -0.2052 Eh.

Löwdin population analysis, charges in e, atoms 1 to 2: atom 1 (C): -0.108, atom 2 (C): -0.211

---

The following is a DFT calculation (the ωB97M-V functional and the def2-TZVPD basis) of C5H11N3O in the gas phase.

Geometry (Å):
C 0.583 -0.386 -0.427
C 1.304 0.371 -1.524
C 1.479 -0.653 0.770
C -1.594 0.459 -1.177
C -0.761 0.592 0.303
N -1.928 -1.316 0.966
N -0.297 1.866 0.617
N -1.550 0.012 1.181
O -2.129 -0.391 -1.744
H 0.150 -1.315 -0.798
H -2.687 -1.527 1.602
H -1.169 -1.980 1.103
H -0.322 2.544 -0.131
H -0.731 2.198 1.468
H 0.678 0.548 -2.397
H 2.167 -0.200 -1.876
H 1.680 1.326 -1.152
H 2.280 -1.343 0.492
H 1.926 0.277 1.122
H 0.924 -1.084 1.603

The energy above the lowest of the compared OMol25 structures with the same formula, charge and spin is 375.8 kJ/mol. As for the max |F|: 0.0767 Eh/bohr. As for the spin multiplicity: 1. The value obtained for the LUMO energy (spin up / spin down) is 0.0131 / 0.0131 Eh.

Löwdin population analysis, charges in e, atoms 1 to 2: atom 1 (C): -0.316, atom 2 (C): -0.092

---

The following is a DFT calculation (the ωB97M-V functional and the def2-TZVPD basis) of a molecular structure, C12H23MoN2O2P2S.

Geometry (Å):
Mo 0.100 0.572 1.375
P -2.022 0.177 0.646
C -1.982 0.489 -1.168
C -0.821 1.338 -1.524
N 0.255 1.348 -0.680
C 1.501 1.505 -1.184
C 1.676 2.084 -2.435
C 0.560 2.326 -3.232
C -0.694 1.946 -2.778
C 2.621 1.037 -0.282
P 2.056 -0.416 0.756
H -1.583 2.031 -3.397
H 2.694 2.304 -2.750
H 0.683 2.794 -4.209
H 3.489 0.712 -0.869
H 2.962 1.834 0.401
H -1.882 -0.543 -1.817
H -2.929 0.948 -1.500
H -0.935 -2.164 -1.466
O -1.562 -1.644 -2.368
H -2.354 -2.005 -2.776
H 0.192 -1.081 0.643
O -0.358 -2.413 -0.483
H -0.372 -3.352 -0.258
C 2.471 -1.809 -0.298
H 3.312 -1.570 -0.964
H 2.713 -2.659 0.356
H 1.546 -2.066 -0.841
C 3.236 -0.522 2.124
H 2.991 -1.432 2.687
H 4.270 -0.573 1.751
H 3.120 0.338 2.796
C -3.061 1.442 1.444
H -4.048 1.482 0.964
H -3.177 1.183 2.507
H -2.577 2.425 1.394
C -2.937 -1.354 0.865
H -3.149 -1.480 1.933
H -3.876 -1.320 0.296
H -2.286 -2.170 0.522
S 0.041 -0.122 6.044
C 0.047 0.101 4.482
N 0.068 0.278 3.291

As for the max |F|: 0.0915 Eh/bohr. The net charge is +3. As for the spin multiplicity: 3. The value obtained for the LUMO energy (spin up / spin down) is -0.4728 / -0.4899 Eh.

Löwdin population analysis, charges in e, atoms 1 to 2: atom 1 (Mo): 1.128, atom 2 (P): 0.783